1.
Here is a structure of composition C60H73BFIrN9O5S3Te at a distorted geometry from the Open Molecules 2025 dataset. Energies are from ωB97M-V with the def2-TZVPD basis set.

HOMO level (spin up / spin down)	-10.604 / -10.597	eV
ΔE to the lowest compared entry with this formula, charge and spin	74.4	kcal per mole
frontier orbital gap (spin up / spin down)	0.2021 / 0.1791	hartree
<S²>	0.817
total charge	+2
lowest unoccupied orbital energy (spin up / spin down)	-5.104 / -5.725	eV
multiplicity	2

```
154
Properties=species:S:1:pos:R:3:mulliken_spin:R:1
Ir 0.2126 -0.8303 -0.1227 -0.04
C 3.8450 -7.1374 -0.7978 0.00
C 2.8311 -6.1351 -0.2483 -0.01
C 2.5439 -6.4502 1.2222 0.01
C 1.5405 -6.2041 -1.0713 0.02
N 3.3902 -4.7724 -0.3354 0.04
C 4.6790 -4.4435 -0.6606 0.04
C 4.7915 -3.0939 -0.6010 0.03
N 3.5802 -2.5815 -0.2325 0.03
B 3.2106 -1.0971 -0.1275 0.02
N 3.7855 -0.3220 -1.2922 0.00
C 4.5968 0.7773 -1.2674 0.00
C 4.6354 1.2996 -2.5167 0.00
N 3.8424 0.5322 -3.3252 0.00
C 3.3233 -0.4627 -2.5628 0.00
S 2.3308 -1.7386 -3.0446 0.02
C 3.5542 0.8048 -4.7440 0.00
C 4.0480 -0.3694 -5.5896 0.00
C 4.2635 2.0763 -5.2112 0.00
C 2.0468 1.0018 -4.8948 0.00
N 3.5790 -0.5532 1.2617 0.00
C 4.7976 -0.6782 1.8781 0.00
C 4.6916 -0.2092 3.1437 0.00
N 3.4014 0.2114 3.3278 0.00
C 2.7295 -0.0060 2.1672 0.00
S 1.0925 0.3794 1.9327 -0.01
C 2.8704 0.8108 4.5660 0.00
C 2.5398 2.2811 4.2984 0.00
C 1.6286 0.0424 5.0293 0.00
C 3.9291 0.7287 5.6689 0.00
C 2.7259 -3.6185 -0.0875 -0.02
S 1.0812 -3.4306 0.3275 0.46
H 3.4136 -8.1334 -0.7537 0.00
H 4.7563 -7.1513 -0.2046 0.00
H 4.0875 -6.9201 -1.8351 0.00
H 2.0692 -7.4245 1.2944 0.00
H 1.8696 -5.7099 1.6448 0.00
H 3.4646 -6.4712 1.8021 0.00
H 1.3077 -7.2379 -1.3082 0.00
H 1.6492 -5.6485 -2.0010 -0.01
H 0.7092 -5.7885 -0.5098 0.00
H 5.4197 -5.1709 -0.9137 0.01
H 5.6320 -2.4670 -0.8181 0.00
H 1.9866 -1.0136 -0.2533 0.01
H 5.0607 1.1202 -0.3655 0.00
H 5.1642 2.1556 -2.8756 0.00
H 5.1316 -0.4628 -5.5413 0.00
H 3.7731 -0.2014 -6.6255 0.00
H 3.5924 -1.2961 -5.2570 0.00
H 5.3431 1.9912 -5.1163 0.00
H 3.9111 2.9529 -4.6722 0.00
H 4.0400 2.2225 -6.2658 0.00
H 1.5133 0.0887 -4.6538 0.00
H 1.8174 1.2806 -5.9174 0.00
H 1.6905 1.7891 -4.2342 0.00
H 5.6547 -1.0860 1.3849 0.00
H 5.4350 -0.1619 3.9108 0.00
H 1.8133 2.3776 3.4975 0.00
H 3.4394 2.8300 4.0291 0.00
H 2.1267 2.7185 5.2017 0.00
H 0.7831 0.2377 4.3790 0.00
H 1.3704 0.3614 6.0344 0.00
H 1.8187 -1.0278 5.0464 0.00
H 4.8156 1.3084 5.4209 0.00
H 4.2097 -0.3026 5.8754 0.00
H 3.5079 1.1502 6.5782 0.00
F -1.6293 4.5933 2.6255 0.00
C -2.3660 3.4599 2.7196 0.00
C -1.9938 2.3867 1.9546 0.00
C -2.6717 1.1715 2.0682 0.00
C -2.3202 0.0588 1.1979 0.00
O -1.6781 0.2467 0.1426 0.02
C -2.8136 -1.2091 1.6585 -0.01
C -3.7645 -1.2658 2.6234 0.00
N -4.3049 -0.1788 3.2126 0.00
C -5.4648 -0.3512 4.0368 0.00
C -6.7733 0.1970 3.5446 0.00
C -6.5440 -1.2817 3.5707 0.00
C -3.7129 1.0490 3.0089 0.00
C -4.1165 2.1820 3.7165 0.00
C -3.4675 3.4075 3.5900 0.00
N -3.9566 4.5262 4.2703 0.00
C -3.4596 5.8675 4.0218 0.00
C -4.5062 6.8657 4.5482 0.00
N -5.8258 6.1878 4.4953 0.00
C -5.9085 5.1337 5.5452 0.00
C -4.5427 4.4194 5.5837 0.00
C -2.3101 -2.5273 1.1267 0.01
O -2.8518 -3.5587 1.4776 0.00
O -1.3045 -2.4680 0.3356 -0.02
H -1.1337 2.4613 1.3039 0.00
H -4.1261 -2.2390 2.9232 0.00
H -5.2517 -0.3229 5.0997 0.00
H -6.7740 0.6839 2.5813 0.00
H -7.4560 0.6284 4.2588 0.00
H -6.4185 -1.7906 2.6278 0.00
H -7.0549 -1.8690 4.3170 0.00
H -4.9564 2.0846 4.3808 0.00
H -3.3273 6.0033 2.9485 0.00
H -2.4908 6.0602 4.5026 0.00
H -4.5144 7.7674 3.9350 0.00
H -4.3091 7.1547 5.5813 0.00
H -5.8852 5.7266 3.5769 0.00
H -6.5989 6.8536 4.5811 0.00
H -6.7155 4.4471 5.2850 0.00
H -6.1344 5.5952 6.5067 0.00
H -4.6669 3.3796 5.8730 0.00
H -3.8897 4.8880 6.3307 0.00
C 0.7689 6.2937 -4.9475 0.00
C 0.7599 5.2302 -3.8965 0.00
C 1.8301 5.0720 -3.0281 0.00
C 1.8341 4.0792 -2.0562 0.00
C 2.9709 3.9666 -1.0879 0.00
C 0.7495 3.2113 -1.9841 0.00
C -0.3545 3.3708 -2.8199 0.00
C -1.5493 2.4839 -2.6707 0.00
C -0.3346 4.3847 -3.7646 0.00
C 0.7152 2.0823 -0.9675 -0.01
O 0.6669 2.3817 0.2243 0.00
O 0.7411 0.9212 -1.4610 0.00
H 1.6471 6.9265 -4.8565 0.00
H -0.1222 6.9116 -4.8654 0.00
H 0.7630 5.8453 -5.9403 0.00
H 2.6789 5.7388 -3.0938 0.00
H 3.8109 4.5792 -1.4039 0.00
H 3.2967 2.9340 -0.9907 0.00
H 2.6446 4.2977 -0.1037 0.00
H -1.7916 2.3481 -1.6183 0.00
H -1.3384 1.4982 -3.0826 0.00
H -2.4058 2.9084 -3.1876 0.00
H -1.1938 4.5197 -4.4070 0.00
Te -0.6224 -2.7795 -2.1531 0.33
C -0.6027 -3.5945 -4.1513 0.06
C 0.3229 -4.5222 -4.5930 -0.01
C 0.2350 -5.0315 -5.8777 0.00
C -0.7694 -4.6017 -6.7278 0.00
C -1.6929 -3.6690 -6.2895 0.01
C -1.6152 -3.1695 -5.0014 -0.01
C -2.5180 -3.6910 -1.7478 0.03
C -2.5504 -4.9707 -1.2205 -0.01
C -3.7493 -5.5065 -0.7876 0.00
C -4.9145 -4.7680 -0.8786 0.00
C -4.8789 -3.4855 -1.3951 0.00
C -3.6790 -2.9369 -1.8159 0.00
H 1.1158 -4.8484 -3.9367 0.00
H 0.9460 -5.7697 -6.2134 0.00
H -0.8284 -4.9898 -7.7331 0.00
H -2.4799 -3.3355 -6.9496 0.00
H -2.3390 -2.4421 -4.6589 0.00
H -1.6331 -5.5319 -1.1151 0.00
H -3.7648 -6.4907 -0.3508 0.00
H -5.8456 -5.1816 -0.5245 0.00
H -5.7842 -2.8991 -1.4507 0.00
H -3.6445 -1.9157 -2.1743 0.01
```


2.
Here is the molecule C6H8 from the Open Molecules 2025 dataset. Energies are from ωB97M-V with the def2-TZVPD basis set.

structure (SMILES)	C#CCC1CC1
HOMO level	-9.896	eV
ΔE to the lowest compared entry with this formula, charge and spin	43.2	kcal per mole
frontier orbital gap	0.4079	hartree
lowest unoccupied orbital energy	1.203	eV

```
14
Properties=species:S:1:pos:R:3:lowdin_charge:R:1
C -2.7955 0.3897 0.2828 0.10
C -1.6392 0.5825 0.5556 -0.15
C -0.2223 0.8341 0.8348 -0.18
C 0.7037 -0.3310 0.4706 -0.30
C 1.6376 -0.2200 -0.7027 -0.13
C 0.4597 -1.1433 -0.7654 -0.13
H -3.8206 0.2184 0.0435 0.02
H 0.0752 1.7417 0.2949 0.12
H -0.1075 1.0653 1.8996 0.12
H 1.0755 -0.8806 1.3307 0.13
H 2.6327 -0.6441 -0.6147 0.10
H 1.5913 0.6959 -1.2854 0.10
H -0.3842 -0.8544 -1.3866 0.10
H 0.6389 -2.2128 -0.7203 0.10
```


3.
Here is a structure of composition C22H66F4InN2O19S4 at a distorted geometry from the Open Molecules 2025 dataset. Energies are from ωB97M-V with the def2-TZVPD basis set.

HOMO level	-11.751	eV
frontier orbital gap	0.0640	hartree
total charge	+1
lowest unoccupied orbital energy	-10.011	eV

```
118
Properties=species:S:1:pos:R:3:lowdin_charge:R:1
In -3.0919 -1.4752 -0.4507 1.29
N -4.1099 -1.6242 2.1970 -0.27
S -5.2938 -1.1217 2.9847 0.44
O -5.1838 0.2333 3.5027 -0.21
O -5.9432 -2.1658 3.7899 -0.20
F -6.2533 -1.0592 1.7048 -0.18
S -3.2485 -2.0072 3.6516 0.62
O -2.8783 -3.4131 3.8393 -0.23
O -3.3290 -1.1813 4.8395 -0.23
F -1.9179 -1.4534 2.9380 -0.22
N -0.4351 -0.4806 -0.1352 -0.26
S 1.0481 -0.7953 -0.9831 0.62
O 2.0681 -1.5792 -0.1862 -0.26
O 1.3783 0.1536 -2.0120 -0.24
F 0.3873 -2.0241 -1.8141 -0.21
S 0.3255 0.3828 0.9109 0.43
O 0.8784 1.6193 0.4105 -0.22
O 0.8988 -0.3607 1.9664 -0.23
F -1.0652 0.8589 1.6879 -0.22
C -1.0739 1.9124 -4.3308 -0.07
C -1.5944 0.5023 -4.1155 -0.26
O -1.7044 0.1057 -2.7361 -0.17
H -0.9139 2.0513 -5.4000 0.09
H -0.1049 1.8754 -3.8331 0.04
H -1.5821 2.8416 -4.0729 0.09
H -0.8516 -0.0822 -4.6582 0.12
H -2.5167 0.3575 -4.6780 0.12
H -0.8999 0.4015 -2.3037 0.01
C 2.2662 2.2567 -5.9266 -0.06
C 2.7589 1.4641 -4.7124 -0.30
O 2.8301 0.1193 -5.1560 -0.06
H 1.9229 3.2688 -5.7123 0.07
H 1.5407 1.6491 -6.4675 0.08
H 3.1029 2.4885 -6.5857 0.08
H 2.1199 1.5287 -3.8317 0.06
H 3.7184 1.8150 -4.3327 0.12
H 3.5870 -0.2949 -4.7350 0.02
C -0.1991 -4.4426 2.3639 -0.06
C -0.4976 -4.4238 0.8473 -0.26
O -1.7901 -3.9207 0.8499 -0.14
H -0.7391 -5.1542 2.9886 0.09
H -0.3052 -3.4916 2.8858 0.05
H 0.8188 -4.6773 2.6754 0.09
H -0.5297 -5.4669 0.5326 0.12
H 0.2080 -3.8700 0.2281 0.11
H -2.1950 -4.5883 1.4084 0.09
C 4.6646 0.6454 0.6295 -0.06
C 5.3486 0.1009 -0.6201 -0.28
O 4.8028 0.7670 -1.7373 -0.05
H 3.6115 0.3666 0.5927 0.04
H 4.7319 1.7322 0.6789 0.08
H 5.1306 0.1550 1.4840 0.08
H 5.0166 -0.9317 -0.7277 0.10
H 6.4212 0.2916 -0.5866 0.12
H 4.6345 0.1294 -2.4350 0.04
C -0.9870 1.3151 6.5217 -0.03
C -0.9207 1.2255 4.9741 -0.34
O -1.1540 2.4626 4.4606 -0.05
H -2.0425 1.4954 6.7258 0.08
H -0.3773 2.1329 6.9058 0.08
H -0.6908 0.3715 6.9799 0.07
H -1.5867 0.6090 4.3704 0.09
H 0.0777 0.9614 4.6254 0.10
H -0.3673 2.9596 4.6966 0.11
C -0.4051 -5.1448 -3.6501 -0.07
C -1.8644 -5.0256 -3.1914 -0.33
O -2.1622 -3.7251 -2.8762 -0.11
H 0.2953 -4.8019 -2.8887 0.06
H -0.2038 -4.4142 -4.4335 0.07
H -0.0913 -6.1492 -3.9347 0.08
H -1.9226 -5.5854 -2.2580 0.11
H -2.5628 -5.5284 -3.8603 0.12
H -2.5972 -3.2857 -3.6105 0.10
C 2.2734 -1.8318 6.9807 -0.04
C 1.2337 -1.6269 5.8021 -0.26
O 1.7427 -2.3274 4.6669 -0.03
H 1.8089 -1.8122 7.9666 0.07
H 3.0799 -1.1002 6.9312 0.07
H 2.7588 -2.8077 6.9737 0.07
H 1.1108 -0.5736 5.5500 0.08
H 0.1862 -1.8894 5.9502 0.12
H 1.1766 -1.9131 4.0115 0.05
C 2.7899 -2.6348 -3.5810 -0.07
C 4.2926 -2.4738 -3.4596 -0.24
O 4.8341 -1.2048 -3.8063 -0.11
H 2.1162 -1.7857 -3.6961 0.05
H 2.5603 -3.1272 -2.6360 0.07
H 2.4734 -3.2171 -4.4463 0.08
H 4.7455 -3.1525 -4.1823 0.13
H 4.6378 -2.4908 -2.4258 0.11
H 5.4517 -1.4035 -4.5139 0.11
C -4.1000 4.8046 3.4068 -0.06
C -4.5588 3.4149 2.9894 -0.29
O -3.6399 2.5533 2.3651 -0.07
H -3.3721 4.7515 4.2164 0.07
H -4.8766 5.4643 3.7937 0.09
H -3.5473 5.2078 2.5581 0.08
H -5.4835 3.3112 2.4217 0.13
H -4.8936 2.9813 3.9318 0.11
H -2.9126 2.5320 2.9913 0.08
C -1.7497 2.7541 -0.8695 -0.05
C -3.2193 2.3932 -0.9171 -0.26
O -3.4612 1.4927 0.0880 -0.07
H -1.1129 2.2891 -1.6221 0.05
H -1.3428 2.4489 0.0946 0.06
H -1.5732 3.8280 -0.9310 0.09
H -3.3052 1.8241 -1.8427 0.11
H -3.7358 3.3529 -0.9357 0.15
H -3.4882 1.8996 0.9571 0.02
C 1.6546 3.5481 -2.0810 -0.08
C 1.9730 4.9181 -2.7074 -0.28
O 0.7468 5.6350 -2.9180 -0.06
H 0.9977 3.7704 -1.2400 0.06
H 2.4951 2.8853 -1.8755 0.08
H 0.9535 3.0228 -2.7296 0.03
H 2.3570 4.6920 -3.7021 0.10
H 2.7678 5.4192 -2.1548 0.12
H 0.7441 6.3165 -2.2419 0.08
```